# 1
{
  "formula": "C12H32N2OSi2",
  "method": "the ωB97M-V functional and the def2-TZVPD basis",
  "homo_energy_ev": -4.7379,
  "total_energy_ev": -33741.7814,
  "orbital_gap_ev": 2.95,
  "symbols": ["H", "C", "H", "C", "C", "H", "H", "H", "H", "H", "C", "H", "H", "C", "H", "H", "H", "H", "H", "C", "O", "H", "Si", "Si", "H", "H", "H", "N", "H", "H", "H", "C", "N", "H", "H", "H", "H", "C", "C", "C", "H", "C", "H", "H", "C", "H", "H", "H", "H"],
  "coordinates": [[0.24153, -1.79393, 2.54122], [0.45108, -1.27281, -1.46452], [-0.33869, -1.20357, -0.71083], [0.53017, 1.74360, -1.75308], [-0.01835, -0.56168, 4.53687], [-2.36784, 2.96213, -3.09794], [1.64922, -2.13725, 7.50129], [-0.02532, 1.16671, 2.30232], [1.26158, 1.20268, 5.26843], [1.59174, -0.88945, -4.57302], [-1.82963, 2.92567, -4.04906], [-0.43742, 0.12719, -6.54638], [0.68621, 2.59387, -2.42134], [1.78369, -2.06866, 6.32970], [0.34158, 1.62837, -6.00350], [-0.83737, 3.35791, -3.90653], [1.88406, 1.01201, 2.55184], [-2.36421, 3.56138, -4.76228], [1.40617, 1.67688, -1.09988], [0.47454, -2.75782, 5.62422], [2.12710, -0.72618, 5.83645], [1.86586, 0.86500, -4.52236], [0.31367, 0.14493, -2.70747], [-1.73306, 1.16916, -4.69809], [0.32809, 0.22894, 6.70589], [-4.17567, 0.72190, -4.44187], [2.71723, -2.77000, 6.08092], [-0.62540, -1.79783, 5.22976], [-0.89138, 0.20706, 4.27516], [0.72519, -3.45825, 4.70303], [-3.46883, -0.32150, -5.69493], [0.94596, 0.14072, 5.69877], [-1.24101, 0.02565, -3.48159], [-0.34258, 1.94703, -1.12559], [2.67676, -0.18718, -3.36452], [0.36781, -2.23965, -1.97004], [-1.20604, -1.46667, 6.03418], [-3.46810, 0.68829, -5.27575], [0.77397, -0.91355, 3.14530], [-0.61974, 1.15025, -6.20647], [0.00011, -3.48443, 6.44377], [0.91024, 0.43951, 2.17193], [-3.81353, 1.38294, -6.04854], [-1.21174, -2.28451, 4.49978], [1.74090, -0.03173, -3.91067], [-1.09013, 1.69933, -7.02858], [1.41803, -1.23437, -0.95389], [1.89028, -1.28446, 3.29865], [1.00325, 0.11639, 1.03925]],
  "forces_ev_per_angstrom": [[0.8, 2.0, 1.4], [0.3, 0.0, 0.2], [-0.1, 0.0, -0.1], [0.5, 0.2, 0.5], [0.7, 2.3, -0.4], [0.1, -0.1, 0.0], [0.1, 0.6, -2.3], [2.0, -1.7, -0.4], [-0.5, -2.5, 1.2], [-0.1, 0.1, 0.1], [-0.2, 0.5, -0.3], [0.0, 0.0, 0.1], [-0.1, 0.0, 0.0], [0.5, -0.9, -0.1], [0.0, -0.1, 0.0], [0.0, 0.0, 0.0], [-2.2, -1.1, -1.1], [0.0, 0.1, 0.0], [0.2, 0.1, 0.1], [0.6, -2.4, 1.3], [-1.9, -0.5, 0.8], [0.0, -0.1, 0.0], [-3.3, -0.5, -1.8], [0.4, -2.4, 2.1], [1.3, 0.0, -1.9], [0.1, 0.0, 0.0], [-2.1, 1.7, 0.5], [0.2, 0.3, -1.4], [1.7, -1.9, 0.7], [-0.4, 1.9, 1.8], [0.0, 0.0, 0.1], [-0.7, -0.5, -1.4], [1.5, 1.4, -0.2], [0.0, 0.0, -0.1], [0.2, 0.0, -0.1], [0.0, 0.1, 0.0], [0.5, -0.6, -0.8], [0.0, 0.3, -0.2], [0.5, -0.2, -0.9], [-0.1, 0.3, -0.5], [1.0, 1.5, -1.8], [0.0, 0.0, 0.8], [-0.1, 0.0, 0.0], [0.3, 0.6, 1.2], [0.6, 0.0, 0.2], [0.1, 0.0, -0.1], [0.2, -0.1, 0.1], [-2.5, 0.7, 0.1], [-0.1, 0.7, 2.5]]
}

# 2
{
  "formula": "C12H33AsF6N3O7SSr",
  "method": "the ωB97M-V functional and the def2-TZVPD basis",
  "homo_energy_ev": -4.8156,
  "de_lowest_kcal_mol": 0.0,
  "total_energy_ev": -120606.4209,
  "charge": -1,
  "orbital_gap_ev": 6.52,
  "symbols": ["C", "H", "H", "H", "H", "H", "O", "F", "H", "H", "F", "Sr", "F", "C", "C", "F", "C", "C", "H", "O", "C", "N", "H", "F", "N", "H", "O", "H", "H", "C", "H", "H", "O", "H", "O", "H", "H", "C", "As", "O", "O", "H", "H", "H", "H", "H", "H", "H", "H", "H", "N", "H", "H", "H", "H", "C", "C", "F", "H", "C", "S", "H", "C", "H"],
  "coordinates": [[2.98663, -1.76153, -2.24416], [0.91078, -4.36833, -0.23501], [-3.96727, 5.10353, -0.81103], [1.94535, -3.96191, 1.15584], [-2.33861, 0.97852, 3.09555], [3.54100, -3.28387, -0.81414], [1.03240, 2.23519, -1.40659], [1.41724, -2.80766, 3.48946], [-2.37272, -0.39095, -3.92995], [-0.28654, 1.83611, 2.05363], [2.70939, -1.55853, 5.18253], [1.05894, 0.06006, -0.15001], [2.47549, 0.45828, 3.81010], [-2.54604, -1.10716, -3.13027], [2.62710, -2.86890, -1.26182], [1.15938, -0.79608, 2.16922], [-2.63838, 1.95522, 2.70002], [-2.15483, 2.17267, 1.28099], [-1.29181, -1.03441, 2.41070], [3.00284, 3.68219, -1.14574], [4.19954, -2.17914, -3.10296], [-0.72647, 1.80767, 1.13244], [4.22836, -3.24760, -3.32907], [3.40195, -1.58509, 2.82146], [3.21525, -0.48637, -1.55088], [-3.59459, -1.15024, -2.82727], [-3.69951, 3.97860, 0.89570], [-2.88757, -1.25742, 1.64342], [-1.92518, 3.70749, -0.17591], [-3.92999, 5.22688, 0.27276], [-2.69482, 1.52274, 0.57928], [-3.13679, 5.94227, 0.52710], [-1.27148, -1.03594, 0.37206], [-0.25937, 2.63463, 0.71877], [1.09690, 3.95738, 0.31679], [-4.83417, 5.64599, 0.71305], [-2.88502, -1.82194, -0.62295], [1.21715, -3.56226, 0.44546], [1.96472, -1.16949, 3.70328], [1.71859, -2.46049, -0.28232], [2.41345, 1.91579, 0.48247], [-1.90790, 0.26504, -1.61141], [0.35245, -3.24906, 1.02526], [-1.30765, -2.62680, -0.94548], [3.57259, 0.23820, -2.16482], [-1.70267, 4.26592, 1.45992], [2.15307, -1.55008, -2.91389], [-0.06891, -1.56876, -2.94269], [-2.12584, 2.64130, 3.38184], [-0.02930, -0.02625, -3.12611], [-0.21643, -0.71734, -2.40077], [4.10784, -1.68256, -4.07289], [-2.34936, -2.12544, -3.48540], [2.20602, -3.68363, -1.87049], [5.12888, -1.83726, -2.65239], [-1.81235, -1.66498, -0.77621], [-2.33780, 3.61455, 0.84172], [0.47624, -0.81389, 4.50650], [-3.72188, 2.03480, 2.76827], [-1.62017, -0.72900, -1.96135], [1.91852, 2.98911, -0.45412], [-1.71554, -2.58862, 1.70233], [-1.81971, -1.50181, 1.58431], [3.93859, -0.60938, -0.84410]],
  "forces_ev_per_angstrom": [[0.7, 0.6, -0.1], [0.0, 0.1, 0.0], [-0.2, 0.2, -0.1], [0.1, 0.1, -0.1], [-0.2, -0.1, -0.3], [0.0, 0.2, 0.2], [-0.4, -0.5, -0.6], [-0.1, -0.2, 0.0], [-0.3, -0.1, -0.2], [-0.1, -0.2, 0.1], [0.3, -0.3, 0.6], [-0.2, 1.1, 0.5], [-0.1, 0.2, 0.0], [0.0, -0.4, 0.5], [0.5, -0.2, -0.8], [-0.1, 0.0, -0.2], [0.3, -0.5, 0.3], [0.5, -0.4, -0.1], [0.1, 0.1, -0.1], [-0.1, -0.7, 0.0], [-0.6, 0.2, -0.5], [0.2, 0.9, 0.4], [0.1, 0.0, 0.2], [0.0, 0.0, -0.2], [0.4, -0.6, 0.3], [0.0, 0.5, -0.1], [-0.1, 0.2, 0.0], [0.1, 0.1, 0.0], [-0.2, 0.1, 0.0], [0.4, 0.0, 0.7], [-0.3, 0.1, 0.2], [0.1, -0.1, -0.2], [0.0, -0.4, -0.3], [0.2, -0.3, -0.2], [-0.1, -0.6, -0.3], [-0.3, -0.1, -0.4], [0.0, -0.1, 0.0], [-0.3, -0.4, 0.4], [0.1, -0.1, -0.3], [-0.2, -0.1, -0.2], [0.4, 0.1, 0.1], [0.2, 0.1, 0.0], [0.1, 0.2, 0.0], [-0.1, -0.1, 0.0], [-0.3, 0.1, -0.1], [-0.2, 0.0, 0.1], [-0.2, -0.3, 0.0], [0.0, -0.3, 0.5], [-0.3, 0.3, -0.1], [-0.3, 0.6, 0.5], [0.1, -0.4, -0.5], [0.2, 0.1, 0.1], [0.3, 0.1, -0.1], [-0.1, -0.1, 0.1], [0.1, -0.2, 0.1], [0.1, 0.4, 0.1], [0.5, -0.2, -0.4], [-0.3, 0.1, 0.0], [0.0, 0.2, 0.2], [-0.6, -0.2, -0.7], [0.2, 1.4, 0.5], [0.1, 0.0, -0.2], [-0.2, -0.2, 0.4], [-0.1, 0.1, 0.1]]
}

# 3
{
  "formula": "C12H33AsO3PPdSe4Si2",
  "method": "the ωB97M-V functional and the def2-TZVPD basis",
  "homo_energy_ev": -3.4648,
  "de_lowest_kcal_mol": 8.2,
  "total_energy_ev": -369877.5512,
  "charge": -1,
  "orbital_gap_ev": 6.24,
  "symbols": ["As", "H", "O", "H", "Se", "H", "Se", "H", "Se", "H", "H", "Si", "H", "H", "C", "H", "C", "O", "C", "C", "H", "H", "Se", "H", "C", "H", "C", "H", "H", "H", "P", "H", "C", "C", "Si", "C", "H", "H", "O", "H", "C", "Pd", "H", "H", "H", "H", "H", "C", "H", "H", "H", "H", "H", "H", "H", "H", "C"],
  "coordinates": [[-0.72072, -2.59676, 1.25102], [0.52775, -2.64310, 5.47991], [1.80343, 0.00409, -3.19090], [2.56796, 3.59656, 0.15414], [-2.21873, -4.09748, -1.69908], [2.99566, -2.56280, 3.78597], [1.06131, -3.42482, -0.20318], [2.26680, 1.74899, -6.01815], [-1.58524, -2.16673, -2.77975], [-3.37590, -0.48650, -1.13063], [-1.61649, 0.80573, -2.14652], [-2.00718, -0.48333, 0.95759], [-1.87527, 3.28011, -1.80756], [1.50984, 0.76666, 0.70621], [0.94417, -0.19086, 3.49233], [-3.45035, 0.06934, 2.87200], [-3.54568, -0.71549, -0.08054], [0.22558, 1.74621, -2.29114], [-2.63337, -0.64981, 2.74839], [2.23223, 1.47116, 0.27687], [1.54291, -0.12703, 4.40658], [-1.11553, 1.61341, -0.10668], [-0.22192, -5.19867, -1.24527], [-0.17276, -3.89373, 4.43989], [-1.09988, 1.52890, -2.78530], [3.21482, 1.23959, 0.69595], [2.41626, -2.74252, 2.87487], [2.94690, -2.28589, 2.03733], [-2.21946, 1.96441, 1.24188], [-2.83333, 2.72649, -3.19068], [1.07488, 0.41840, -1.81421], [-1.87919, -0.41957, 3.50149], [1.70167, 1.12143, -5.32539], [-1.41383, 1.30670, 0.89550], [0.69914, -2.01294, 3.07473], [1.83883, 2.90339, 0.57643], [-3.87515, -1.75553, -0.02480], [-1.04937, 1.08765, -3.78621], [2.31008, 1.24274, -1.12758], [2.54548, 1.92244, -3.50516], [-0.08279, -2.81592, 4.58950], [-0.02034, -1.35019, -0.85593], [-3.03253, -1.64443, 2.95472], [-1.29558, 3.56893, -3.45454], [1.48592, 0.33377, 2.70580], [2.37424, -3.81692, 2.69454], [0.73101, 1.58538, -5.15063], [2.45891, 0.96654, -4.02311], [-1.08261, -2.42297, 4.78048], [1.79107, 3.06194, 1.65599], [1.54034, 0.14682, -5.78589], [3.46646, 0.58629, -4.20407], [-0.55819, 1.44628, 1.55938], [0.86189, 3.12514, 0.14718], [-4.34316, -0.07782, 0.31661], [0.00750, 0.33784, 3.67183], [-1.81851, 2.85845, -2.81224]],
  "forces_ev_per_angstrom": [[0.0, -0.3, 0.2], [0.0, 0.0, 0.0], [0.0, 0.0, 0.0], [0.0, 0.0, 0.0], [0.0, -0.2, 0.1], [0.0, 0.0, 0.0], [0.0, -0.4, 0.1], [0.0, 0.0, 0.0], [0.0, 0.0, -0.1], [0.0, 0.0, 0.0], [0.0, 0.0, 0.0], [0.4, 0.0, -0.3], [0.0, 0.0, 0.0], [0.0, 0.0, 0.0], [0.0, 0.0, 0.0], [0.0, 0.0, 0.0], [0.0, 0.0, 0.1], [-0.1, 0.0, 0.0], [-0.1, 0.0, 0.0], [0.0, 0.0, 0.0], [0.0, 0.0, 0.0], [0.0, 0.0, 0.1], [0.0, 0.2, 0.1], [0.0, 0.0, 0.0], [0.0, 0.0, 0.0], [0.0, 0.0, 0.0], [0.0, 0.0, 0.0], [0.0, 0.0, 0.0], [0.0, 0.0, 0.0], [0.0, 0.0, 0.0], [0.0, -0.3, 0.2], [0.0, 0.0, 0.0], [0.0, 0.0, 0.0], [0.0, 0.0, 0.0], [0.0, 0.0, 0.0], [0.0, 0.0, 0.0], [0.0, 0.0, 0.0], [0.0, 0.0, 0.0], [0.0, 0.0, 0.0], [0.0, 0.0, 0.0], [0.0, 0.0, 0.0], [-0.2, 0.8, -0.1], [0.0, 0.0, 0.0], [0.0, 0.0, 0.0], [0.0, 0.0, 0.0], [0.0, 0.0, 0.0], [0.0, 0.0, 0.0], [0.0, 0.0, 0.0], [0.0, 0.0, 0.0], [0.0, 0.0, 0.0], [0.0, 0.0, 0.0], [0.0, 0.0, 0.0], [0.0, 0.0, 0.0], [0.0, 0.0, 0.0], [0.0, 0.0, 0.0], [0.1, 0.0, 0.0], [0.0, 0.0, 0.0]]
}